C4H10Br2N2 | ωB97M-V/def2-TZVPD

The geometry in XYZ format:
```
18
Properties=species:S:1:pos:R:3:forces:R:3:lowdin_charge:R:1
C -0.0854 -1.0486 -1.3312 -1.7 0.6 2.6 -0.113
C -2.3667 2.2302 -0.0368 -1.5 -1.6 -0.5 -0.102
C 1.1072 -0.4271 -0.5981 -1.6 3.5 -2.4 -0.276
C -1.3949 2.6133 0.7835 -3.1 0.2 1.2 -0.097
N 0.7989 -0.2289 0.7788 -0.9 -0.8 -1.9 -0.118
N 1.2745 -0.1520 1.8030 0.7 0.0 2.9 -0.181
Br 1.2337 -3.8218 0.4452 0.4 -0.4 0.1 0.370
Br 3.2708 -0.8726 2.0667 0.6 -0.1 -0.2 0.146
H -1.0854 -0.5781 -1.0972 1.2 -0.1 -0.3 0.090
H 0.0455 -1.1179 -2.3618 0.4 0.1 -1.7 0.054
H -0.1728 -2.0501 -0.9491 -0.1 -0.6 0.0 -0.016
H 2.5030 -4.3674 0.8322 -0.3 0.2 -0.1 -0.243
H -3.1951 1.5505 0.3250 1.0 0.8 -0.2 0.064
H -2.5114 2.4550 -1.1104 0.7 0.1 0.6 0.053
H 1.9540 -0.9123 -1.0774 1.0 0.0 1.5 0.104
H 1.1258 0.7612 -0.8097 0.3 -2.6 -0.3 0.175
H -0.8074 3.4133 0.4803 1.7 1.0 -0.4 0.019
H -1.6943 2.5534 1.8568 1.1 -0.5 -0.7 0.071
```
Positions in Å, forces in eV/Å.

Results
DFT total energy in Ha: -5415.8019
SMILES: CC/N=N\Br.C=C.Br
Kohn-Sham gap (spin up / spin down) in eV: 8.916 / 8.916
Maximum force in hartree/bohr: 0.08894
Relative energy (zero: lowest compared OMol25 entry of this formula, charge and spin) in kJ/mol: 247.0


C3H8N2O2 | ωB97M-V/def2-TZVPD

The geometry in XYZ format:
```
15
Properties=species:S:1:pos:R:3:forces:R:3:lowdin_charge:R:1
C 0.9820 -0.4647 -0.0370 -0.2 0.2 -0.4 -0.408
C 1.1136 -0.5566 1.4342 -0.3 0.3 0.0 0.023
C -1.6127 1.0438 -0.3133 0.0 -0.2 0.1 -0.191
N -0.3893 0.8919 -1.0383 0.4 -0.1 0.6 0.007
O 2.0655 -0.1057 -0.6962 -0.3 0.0 0.1 0.109
N -0.0191 -1.1034 -0.7274 -0.5 -0.6 -0.2 -0.113
O -0.9286 -1.6262 -0.0246 0.6 0.5 -0.2 -0.142
H 1.8387 -0.0360 -1.6403 0.0 -0.1 0.1 0.132
H -0.6159 0.5965 -1.9861 0.1 -0.2 0.1 0.065
H 0.1161 -0.5153 1.8738 0.1 0.1 0.0 0.090
H 1.7709 0.2264 1.8043 0.0 0.0 0.0 0.095
H 1.5280 -1.5319 1.7020 0.0 0.0 -0.2 0.108
H -1.9984 0.0435 -0.0021 0.0 0.0 0.0 0.072
H -2.3950 1.4932 -0.9331 0.1 0.0 0.0 0.083
H -1.4559 1.6445 0.5841 0.0 0.0 0.0 0.071
```
Positions in Å, forces in eV/Å.

Results
DFT total energy in Ha: -378.9336
Kohn-Sham gap (spin up / spin down) in eV: 8.561 / 8.563
Maximum force in hartree/bohr: 0.01510
Relative energy (zero: lowest compared OMol25 entry of this formula, charge and spin) in kJ/mol: 544.5


C4H8N2 | ωB97M-V/def2-TZVPD

The geometry in XYZ format:
```
14
Properties=species:S:1:pos:R:3:forces:R:3:lowdin_charge:R:1
C -1.3062 1.5204 -0.4128 -0.3 0.3 -0.2 -0.108
C -0.2635 0.8244 0.3948 0.3 -0.5 0.4 -0.315
N 0.3069 -0.2479 -0.3853 -1.7 -1.3 -1.5 -0.098
C 0.7372 -1.6042 0.1556 -0.2 2.5 -0.6 -0.126
C 1.9265 -0.9963 0.6684 2.5 -2.1 2.0 -0.306
N 2.9243 -0.6432 1.1352 -0.5 0.4 -0.4 0.138
H -2.0622 0.8144 -0.7103 -0.4 -0.3 -0.2 0.069
H -0.8698 1.9368 -1.3173 0.0 0.2 -0.1 0.074
H -1.7716 2.3046 0.1750 -0.1 0.3 -0.1 0.074
H 0.4769 1.5521 0.7144 0.4 0.1 0.2 0.108
H -0.7118 0.4322 1.3030 0.0 -0.3 0.1 0.118
H 0.7539 0.0765 -1.2346 0.1 -0.5 0.3 0.123
H 0.9292 -2.3931 -0.5968 -0.2 0.8 0.2 0.126
H 0.0537 -1.9927 0.9240 0.2 0.4 -0.3 0.124
```
Positions in Å, forces in eV/Å.

Results
DFT total energy in Ha: -266.6612
SMILES: CCNCC#N
Kohn-Sham gap in eV: 9.537
Maximum force in hartree/bohr: 0.07425
Relative energy (zero: lowest compared OMol25 entry of this formula, charge and spin) in kJ/mol: 159.5


C8H18NO2Si | ωB97M-V/def2-TZVPD

The geometry in XYZ format:
```
30
Properties=species:S:1:pos:R:3:forces:R:3:lowdin_charge:R:1
C 3.8950 -0.1790 -0.0974 2.3 -0.5 0.8 -0.446
C -1.7044 -1.0076 -1.4206 5.3 -0.7 -2.3 -0.102
C -0.3833 -2.7757 -0.2720 -0.3 1.8 -0.9 -0.087
C -2.2019 -1.3219 0.8808 2.4 0.5 1.6 -0.090
C 1.7076 1.4357 1.5506 -0.4 2.2 -1.1 -0.186
C -1.3501 2.1269 0.7377 1.9 0.8 0.3 -0.186
C 1.0888 1.7256 -1.3189 -4.2 -2.0 -0.5 -0.190
C -0.9968 -1.3295 -0.1536 0.1 -0.5 3.3 -0.737
N 0.0708 -0.4791 0.3708 -1.8 -3.1 -1.1 -0.117
O 4.0345 -1.0648 0.6410 -1.2 -0.4 0.0 0.186
O 4.1348 0.7155 -0.7860 -1.0 0.7 -0.9 0.193
Si 0.2342 1.0997 0.3315 1.8 1.8 0.1 0.285
H -2.5077 -1.5880 -1.6312 -2.5 -2.0 -0.4 0.032
H -1.9505 -0.0283 -1.5911 -0.7 2.7 0.1 0.033
H -0.8951 -1.2314 -2.2170 -1.3 0.4 0.5 0.109
H -1.1933 -3.4326 -0.6686 1.0 -0.2 0.4 0.068
H 0.1033 -3.0274 0.6731 -0.5 -0.3 0.0 0.059
H 0.4520 -2.5696 -0.9886 -0.7 -0.8 0.3 0.066
H -2.6937 -0.3241 0.7352 -0.1 -1.2 0.4 0.061
H -2.8019 -2.2184 0.8172 -0.8 0.0 -0.4 0.040
H -1.6938 -1.3790 1.9172 -0.9 0.4 -1.4 0.088
H 1.4670 1.6963 2.5802 0.0 -0.3 0.1 0.002
H 2.4527 0.6694 1.4681 0.0 -0.7 0.4 -0.033
H 2.2049 2.3418 1.1011 -0.3 -0.4 0.6 0.016
H -1.2617 3.2332 0.8169 0.0 -0.7 0.5 0.020
H -1.9530 1.9895 -0.1016 -1.3 -0.4 -1.6 -0.034
H -1.8029 1.5914 1.5555 -0.3 0.3 0.6 -0.002
H 1.4756 0.8655 -1.8343 0.6 -0.5 0.1 -0.005
H 0.2792 2.0551 -2.0150 0.6 0.5 0.4 0.016
H 1.7896 2.4108 -1.0812 2.3 2.5 0.2 -0.058
```
Positions in Å, forces in eV/Å.

Results
DFT total energy in Ha: -810.3684
Charge: -1
Kohn-Sham gap in eV: 6.089
Maximum force in hartree/bohr: 0.11243
Relative energy (zero: lowest compared OMol25 entry of this formula, charge and spin) in kJ/mol: 136.6